{"formula": "C11H14O2", "method": "ωB97M-V with the def2-TZVPD basis set", "orbital_gap_ev": 9.3, "smiles": "COc1ccc2c(c1)CCC[C@H]2O", "elements": ["C", "O", "C", "C", "C", "C", "C", "C", "C", "C", "C", "C", "O", "H", "H", "H", "H", "H", "H", "H", "H", "H", "H", "H", "H", "H", "H"], "xyz": [[4.475168, 0.328168, 0.167230], [3.431290, -0.579011, -0.019139], [2.093104, -0.189110, -0.025395], [1.748451, 1.140816, -0.031608], [0.412526, 1.494730, -0.135051], [-0.589074, 0.549650, -0.318792], [-0.233739, -0.801183, -0.298762], [1.094398, -1.171799, -0.156523], [-1.351263, -1.785781, -0.458716], [-2.585724, -1.494743, 0.374855], [-2.907988, 0.013548, 0.487909], [-2.055377, 0.918128, -0.444867], [-2.294173, 2.277031, -0.157672], [4.598420, 0.764424, 1.212612], [5.433269, -0.217959, -0.103750], [4.353411, 1.198774, -0.529421], [2.529142, 1.901101, -0.034428], [0.091565, 2.575582, -0.021186], [1.361391, -2.216616, -0.291414], [-1.650953, -1.708954, -1.523496], [-1.033674, -2.834195, -0.240161], [-2.453391, -1.882723, 1.415798], [-3.418832, -2.067690, -0.109585], [-2.695366, 0.283312, 1.536353], [-3.954615, 0.178519, 0.374071], [-2.429079, 0.877448, -1.454083], [-1.968898, 2.448546, 0.785208]], "forces_ev_per_a": [[1.2, 1.2, -0.2], [-1.2, -1.0, 0.4], [1.0, -0.3, -0.5], [0.1, 0.6, 0.1], [-1.1, 1.5, 0.2], [0.2, 0.2, 0.3], [0.1, 0.0, 0.3], [0.5, 0.0, -0.3], [0.4, -0.9, -0.7], [-0.7, -0.3, 0.4], [1.1, -0.4, 0.4], [-0.3, -0.1, 1.1], [0.7, 0.9, 2.2], [-0.5, -0.7, -1.0], [-1.3, 0.6, 0.4], [0.4, -0.6, 0.5], [-0.4, -0.1, 0.3], [0.6, -1.4, -0.5], [0.1, 0.1, 0.4], [0.1, -0.4, 0.3], [0.0, 0.8, -0.4], [-0.1, 0.1, -0.9], [0.5, 0.5, 0.6], [0.2, 0.3, -0.4], [-0.8, 0.3, -0.4], [0.1, -0.6, -0.6], [-0.7, -0.3, -1.9]]}